Density functional theory data (wB97M-V/def2-TZVPD) for a 2-piece molecular cluster, C4H12NP overall in a non-equilibrium geometry.

Calculated values
* HOMO (alpha / beta): -0.293 / -0.245 Eh
* electronic energy: -15117.9305 eV
* LUMO (alpha / beta): 0.016 / 0.015 hartree
* largest force on an atom: 2.89 eV/A

Element x y z (Å)
P (-1.3357, 0.5728, -1.1225)
N (-2.1116, -0.7738, -0.5555)
C (-1.5421, 2.0309, 1.5422)
C (2.3331, -0.4423, 0.1893)
C (0.9935, -1.0370, -0.2545)
C (0.3245, -0.2392, -1.4653)
H (2.4554, -0.6230, 1.2511)
H (0.1423, -0.8825, -2.3630)
H (0.3819, -0.9363, 0.7463)
H (1.1186, -2.1419, -0.3807)
H (-1.7564, -1.7126, -0.7657)
H (-2.5042, 1.9422, 1.9969)
H (-2.8596, -0.5377, 0.0117)
H (-0.7939, 1.5856, 2.2331)
H (0.9432, 0.5840, -1.7737)
H (2.4318, 0.6055, -0.0364)
H (3.2481, -1.0019, -0.2794)
H (-1.4688, 3.0072, 1.0262)

These are the Löwdin partial charges, in e, on atoms 1 to 6: 0.8298, -0.2833, -0.0611, -0.1556, -0.3227, -0.4477

Density functional theory data (wB97M-V/def2-TZVPD) for C21H28N11O6S3Sn as an isolated structure in a non-equilibrium geometry.

Calculated values
* HOMO: -0.567 Eh
* electronic energy: -89213.8832 eV
* LUMO: -0.350 hartree
* total charge: +3
* largest force on an atom: 3.81 eV/A

Element x y z (Å)
Sn (0.6117, -0.4439, 0.7704)
S (1.7506, -0.6646, -1.7252)
S (0.2599, -1.3953, 3.0414)
S (-4.6858, 1.4488, -0.1979)
O (-0.8425, 4.1274, -2.1884)
O (-3.7844, 1.4728, -1.3171)
O (-2.6933, 4.7008, -1.2158)
O (2.0701, 0.3054, -0.5130)
O (0.8716, -0.0842, -2.6929)
O (-4.3493, 0.4812, 0.8588)
N (2.7934, 0.0395, 1.9819)
N (-1.1018, -1.5912, -0.3236)
N (-2.1651, 2.6626, 0.7269)
N (1.0085, -1.7864, -0.8209)
N (7.1175, -1.8501, -3.5688)
N (-1.6923, 4.0310, -1.3115)
N (-0.5500, -3.1847, -2.0094)
N (2.2119, -1.9602, 4.7895)
N (2.9461, -0.7747, 3.1918)
N (3.5426, -1.8541, 5.0466)
N (-0.4739, 1.3054, 0.7137)
C (-0.3444, 2.1160, -0.4354)
C (5.0966, -0.5183, -3.7937)
C (-0.2680, -2.2684, -1.1359)
C (3.2388, -1.0874, -2.3499)
C (-4.6555, 3.0775, 0.6115)
C (-2.7959, -2.7682, -1.4469)
C (-6.4350, 1.3353, -0.6313)
C (-2.1090, 0.9712, 2.6380)
C (3.8340, -0.2775, -3.3568)
C (-6.6739, 0.0418, -1.4101)
C (5.4159, -0.7067, 4.0628)
C (-3.3548, 3.3583, 1.2762)
C (-1.6123, 1.6131, 1.3510)
C (5.2426, -2.3929, -2.1868)
C (-1.3953, 2.9519, -0.3728)
C (-1.8654, -3.3815, -2.3021)
C (3.9294, -2.1810, -1.8705)
C (4.0418, -1.1081, 4.1087)
C (5.8580, -1.5600, -3.1700)
C (1.8661, -1.4058, 3.6284)
C (-2.4292, -1.8295, -0.4799)
H (-4.7889, 3.7976, -0.2344)
H (-3.2049, 0.9289, 2.7239)
H (0.4385, 1.9863, -1.0831)
H (7.6978, -1.2123, -4.0648)
H (-5.4608, 3.0254, 1.3119)
H (-3.2256, 3.1478, 2.3071)
H (-3.1317, 4.4392, 1.1122)
H (5.6848, 0.3388, 4.3890)
H (3.2069, 0.4902, -3.8990)
H (3.3368, -2.8392, -1.2909)
H (6.1127, -1.3760, 4.6468)
H (-6.3702, -0.8837, -0.8687)
H (1.5716, -2.3137, 5.5014)
H (-6.1275, 0.1604, -2.3436)
H (-1.6845, 1.4670, 3.5765)
H (7.5694, -2.6772, -3.1750)
H (-3.8057, -2.8883, -1.7577)
H (5.8129, -3.1257, -1.6235)
H (-1.9047, -0.0966, 2.6055)
H (-6.9395, 1.3405, 0.3823)
H (-6.6587, 2.2752, -1.2108)
H (-2.1873, -4.0390, -3.1550)
H (5.7246, -0.6162, 2.9682)
H (-7.7263, -0.0152, -1.6584)
H (5.5676, 0.1727, -4.4849)
H (2.7674, 1.0828, 2.0018)
H (3.5037, -0.1895, 1.2655)
H (-3.2082, -1.3448, 0.0873)

These are the Löwdin partial charges, in e, on atoms 1 to 6: 1.1901, 0.7377, 0.8319, 0.6863, 0.1452, -0.2914

Density functional theory data (wB97M-V/def2-TZVPD) for a 14-piece molecular cluster, C75H166O42 overall in a non-equilibrium geometry.

Calculated values
* HOMO: -0.329 Eh
* electronic energy: -166438.1667 eV
* LUMO: 0.012 hartree
* largest force on an atom: 4.40 eV/A

Element x y z (Å)
O (6.4636, -0.6656, 4.0794)
O (3.3456, 3.6639, 1.0895)
O (5.8224, -1.0863, -1.7812)
O (-1.7612, 7.3662, -0.3549)
O (1.5433, 7.4681, -2.4670)
O (-3.0560, -2.3566, 0.8816)
O (0.4212, -5.1570, 2.2598)
O (-0.5299, 0.7030, 1.0674)
O (-2.6614, -6.9717, -0.7168)
O (3.6709, -3.3728, -5.1170)
O (0.4190, 4.6694, 3.0421)
O (1.8763, -6.1370, 0.8889)
O (-0.2882, 1.3156, -7.8738)
O (1.8943, 1.5701, -3.3808)
O (8.1329, 0.8711, 0.0613)
O (-0.5039, 1.0119, 6.0074)
O (-0.6536, -1.1880, -3.8257)
O (3.0240, -2.3228, 1.0202)
O (-3.9527, -2.8991, -4.9174)
O (-2.3409, 3.2429, 7.5140)
O (0.3549, 3.6884, 6.6496)
O (0.5390, -4.5420, 0.0779)
O (-6.2076, -1.1546, -5.4455)
O (1.7950, -9.8226, 3.1325)
O (-7.0257, -3.0962, 2.6437)
O (1.9776, -4.1563, -3.9433)
O (-1.6707, 0.5339, -1.7759)
O (0.8003, 5.7033, -1.2717)
O (2.9485, -1.6208, 4.0124)
O (-0.2392, -8.7914, 1.2403)
O (10.0435, 0.6505, 2.2131)
O (2.9272, 1.5697, -9.7013)
O (-7.5781, 0.5472, -3.3244)
O (4.0012, -4.9588, -3.6092)
O (4.0942, 3.7778, -1.6651)
O (-2.0950, 5.3812, 1.8964)
O (1.0395, -1.1597, -8.7877)
O (-4.4991, 2.9047, 1.6369)
O (-5.9780, -1.1445, 0.4640)
O (1.7411, 7.3627, -0.2462)
O (-5.0364, 2.2408, 5.1324)
O (-4.5804, 2.2759, -1.0650)
C (-1.1405, 1.7141, 0.2743)
C (-1.5834, 1.8915, -7.6649)
C (-0.6035, 0.9556, 2.4302)
C (1.8654, -5.0494, -2.7999)
C (-2.0723, 8.3624, -1.2158)
C (0.7559, 1.5437, 5.8042)
C (2.0625, -0.7827, -9.7131)
C (11.4381, 0.9756, 2.4501)
C (1.3812, 6.9198, -1.4192)
C (1.2450, -10.4625, 2.0156)
C (-4.9743, -0.7101, -4.9038)
C (3.3942, 2.2288, 1.2075)
C (9.3416, 1.8436, 1.9389)
C (-4.6833, -0.7706, 0.0015)
C (0.9306, -5.2358, 1.0049)
C (4.2173, -1.5788, 3.5224)
C (-8.2302, -3.3095, 3.4147)
C (1.4256, 6.5031, 0.8268)
C (1.1429, 2.5820, 6.8770)
C (-4.6213, 1.1955, 5.9877)
C (-2.9964, -3.7813, -5.2407)
C (-1.3574, 3.5495, 8.4220)
C (-4.5157, 2.1028, 3.8298)
C (1.3369, -5.9880, 3.0656)
C (1.0855, -0.6491, -7.4972)
C (-7.2406, -3.0084, 1.2686)
C (6.8691, -0.1284, -1.6642)
C (-2.0630, -2.6094, 1.8495)
C (-0.6664, 5.0543, 3.8875)
C (4.1997, 4.9078, -0.8102)
C (2.8226, 3.3746, -1.9923)
C (-6.1407, -2.6104, 0.4626)
C (8.0159, 1.4219, 1.3648)
C (-0.1835, -10.0427, 1.8256)
C (-1.5644, -8.5578, 0.7105)
C (-5.1392, 3.1077, 2.9077)
C (-4.3384, 3.6162, -0.6520)
C (-7.2749, 0.0616, -1.9942)
C (2.9227, 2.5093, -3.2417)
C (2.6635, 2.9187, -10.0959)
C (-5.0065, 3.8521, 0.7339)
C (-0.9521, 1.5448, -1.1867)
C (-2.5637, -5.6875, -1.2228)
C (-8.2161, -0.3655, -4.2066)
C (1.6331, 5.0179, 3.6741)
C (3.1447, -5.8662, -2.9143)
C (3.1729, -10.0484, 3.3388)
C (-0.4481, -0.0287, 6.9773)
C (-2.3264, 6.8048, 1.9908)
C (0.7946, -1.2120, -3.6849)
C (1.9192, 0.6585, -10.1577)
C (-3.8545, -1.6016, -5.4720)
C (1.9445, -1.6023, 1.7381)
C (-1.4608, -1.6762, -2.7197)
C (1.7768, -1.9935, 3.1865)
C (-1.9607, 4.7744, 3.1783)
C (4.4953, 4.3622, 0.5568)
C (0.7045, 5.3526, 0.0982)
C (7.0403, 0.0161, -0.2119)
C (5.2057, -1.0208, 4.6176)
C (5.4840, -1.3298, -3.1076)
C (-3.6174, -1.0305, 0.9501)
C (-7.2629, -1.4792, -4.5931)
C (-4.3859, 2.1666, -2.4840)
C (-1.4474, -7.2409, -0.0328)
C (7.1005, -1.7617, 3.5258)
C (3.0791, -1.9441, -0.3601)
C (-2.7971, 4.3524, 6.6721)
C (-0.1811, 0.1021, -7.1836)
C (2.0196, -6.8764, 2.0775)
C (-0.1154, 4.2692, 7.8710)
C (-1.1583, -0.8168, -1.4823)
C (0.8071, 2.1037, -4.1434)
C (-2.8280, 7.2521, 0.6497)
C (3.2877, -4.0951, -4.3124)
H (4.2076, -0.9607, 2.6831)
H (4.3381, 1.8341, 1.5748)
H (-4.7592, 1.1853, -2.7950)
H (1.1389, -11.5165, 2.2990)
H (3.6342, -6.2788, -2.0359)
H (-8.0397, -2.2849, 1.1392)
H (9.2650, 2.4861, 2.8192)
H (-4.8457, 4.9028, 1.1518)
H (-4.0123, -0.8448, 1.9387)
H (1.7418, 6.1108, 3.7136)
H (2.9757, -6.7862, -3.5664)
H (2.3423, 2.6895, -1.2665)
H (-0.0573, -0.7610, -1.2031)
H (-0.1878, 0.0660, 2.8880)
H (-3.5155, 1.0791, 5.9142)
H (-2.8412, -0.2054, 0.8830)
H (-0.9645, 2.5942, 8.8212)
H (-1.8055, -5.4730, -1.9401)
H (-8.9932, -3.8504, 2.8962)
H (1.6131, 4.5883, 4.7060)
H (-4.7020, 1.1000, 3.5072)
H (3.2752, -10.9353, 3.9423)
H (-2.8540, -1.1547, -5.2088)
H (-3.0369, 5.1664, 7.3204)
H (-1.8328, -9.3477, -0.0102)
H (7.3366, 2.3188, 1.4322)
H (-4.9533, 0.2248, 5.6515)
H (4.5079, -2.5113, 3.0436)
H (3.0959, -0.8745, -0.4398)
H (5.0232, -0.4482, -3.5614)
H (-1.5995, -1.3322, -0.6182)
H (2.3269, -2.4038, -0.9905)
H (-3.4066, 2.1424, 3.9196)
H (-1.6501, 2.3451, -6.6609)
H (-6.4450, -0.5831, -1.9723)
H (7.0727, -0.9767, 0.2070)
H (-8.7437, -2.4004, 3.8231)
H (-6.2034, 2.9001, 2.7970)
H (0.3363, 2.9070, -3.5796)
H (-6.0413, 3.6153, 0.5096)
H (-0.2953, -0.9917, 6.5689)
H (-7.6711, -3.9974, 0.9227)
H (-0.6256, -10.0494, 2.8526)
H (-2.0497, -3.5928, -4.6969)
H (-0.2962, 0.2186, -6.0747)
H (3.1971, 1.7432, 0.2023)
H (-0.7052, -10.8242, 1.1969)
H (-5.2652, -3.0528, 0.9099)
H (4.8483, -2.2074, -3.2045)
H (6.3547, -1.6456, -3.6813)
H (-7.8392, -3.7554, 4.3481)
H (11.9677, 0.0616, 2.6411)
H (3.6307, -10.2587, 2.3479)
H (1.1699, -1.4879, -6.7577)
H (-3.5507, -5.5136, -1.6387)
H (3.1207, -6.9223, 2.1903)
H (2.5695, 2.9844, -11.1353)
H (-7.0277, 0.9274, -1.3732)
H (11.8693, 1.4820, 1.6060)
H (1.5152, -7.7718, 1.9612)
H (6.4698, -2.1837, 2.6888)
H (-0.6829, 2.6444, 0.5502)
H (0.6829, 2.0655, 4.8762)
H (-1.1698, 8.9659, -1.4459)
H (-0.6101, -7.3617, -0.7808)
H (1.9720, -5.1619, 3.5341)
H (3.5193, 3.6395, -9.9419)
H (-2.4427, -1.5626, -3.0953)
H (1.5321, 0.7526, 5.7828)
H (1.5203, -3.0672, 3.3076)
H (1.2560, -0.6470, -2.8154)
H (-3.2726, 8.2229, 0.7781)
H (-2.3058, -8.5675, 1.5273)
H (1.1228, -0.6543, -4.5721)
H (0.9097, -5.6418, -2.8369)
H (-1.4414, 7.3122, 2.3222)
H (-7.8850, -2.2256, -5.0454)
H (1.0155, -1.7812, 1.2231)
H (-3.5654, 6.5386, 0.3505)
H (-2.5550, -2.7589, 2.8706)
H (-1.0573, -0.6059, -7.3855)
H (8.0294, -1.4366, 3.0922)
H (1.0589, -1.2649, 3.5505)
H (-4.8350, 0.3222, -5.1204)
H (3.0334, 3.2033, -4.1566)
H (-0.3024, 5.2855, 0.3957)
H (9.7840, 2.4435, 1.1454)
H (4.8778, -0.0684, 5.0613)
H (2.4139, 4.6018, 3.0582)
H (-0.6057, 6.2095, 4.0151)
H (-0.5489, 4.4944, 4.8179)
H (0.6928, 4.2346, 8.6249)
H (-1.3870, -1.6954, 1.9459)
H (-4.6457, 0.2969, -0.2711)
H (-8.6491, 0.2605, -4.9952)
H (7.2848, -2.4886, 4.3481)
H (0.7481, 7.0674, 1.5182)
H (5.3305, -1.8351, 5.3479)
H (-2.7307, 5.0590, 3.8932)
H (-1.1414, -2.6936, -2.5552)
H (-1.7938, 2.7670, -8.3441)
H (3.2524, 5.4393, -0.8410)
H (0.7253, -6.5654, 3.8099)
H (7.7322, -0.4287, -2.2260)
H (3.6706, -9.1930, 3.7811)
H (3.1186, -0.8079, -9.3409)
H (-3.3208, 2.3098, -2.7282)
H (4.0581, -2.2035, -0.7533)
H (-1.3314, -0.0249, 7.5981)
H (-1.1676, 2.5040, -1.7295)
H (-1.6299, 1.0008, 2.7396)
H (1.0178, 2.0793, 7.8244)
H (-3.7882, 4.0449, 6.3459)
H (0.1079, 1.2484, -4.1968)
H (-4.8707, 4.1871, -1.3667)
H (1.8203, 3.2784, -9.5265)
H (1.8810, -4.3861, -1.9831)
H (1.1476, 2.4798, -5.1555)
H (0.1411, 1.3612, -1.2831)
H (-4.8460, 1.4265, 7.0279)
H (-2.1963, 1.7008, 0.5678)
H (3.8359, 1.9264, -3.0794)
H (5.3566, 3.6450, 0.4914)
H (2.5528, 1.9713, 1.8789)
H (2.2128, 2.8571, 6.7381)
H (1.8862, 0.7306, -11.2653)
H (5.0528, 5.5633, -1.1776)
H (-2.5854, -3.5170, -6.2590)
H (-3.1518, 6.9878, 2.7323)
H (0.9472, 0.9713, -9.7341)
H (2.0286, 4.1693, -1.9737)
H (1.9469, -1.5444, -10.4477)
H (-2.7617, 9.1167, -0.8235)
H (-8.0994, -0.6039, -1.6060)
H (-2.0119, 4.5454, 5.9838)
H (-1.2993, -6.3409, 0.6282)
H (-3.2877, -4.8360, -5.0278)
H (2.0100, -0.0228, -7.3508)
H (-3.3012, 3.9594, -0.6645)
H (6.1072, 0.4192, 0.1690)
H (-6.1896, -3.0868, -0.5267)
H (-0.1445, 1.9930, 2.6714)
H (-0.3295, 5.3026, 7.6295)
H (-5.0071, 2.9084, -2.9834)
H (-9.1173, -0.8129, -3.7637)
H (0.3908, 0.1707, 7.6328)
H (-4.3771, -1.1327, -0.9932)
H (2.3060, 6.1252, 1.2722)
H (-5.0169, -0.8559, -3.7856)
H (2.0963, -0.4943, 1.8131)
H (7.5172, 0.6792, 1.9649)
H (-6.8566, -1.9551, -3.6310)
H (-2.4077, 1.1954, -7.8366)
H (-1.8494, 4.2307, 9.1763)
H (-2.4240, -4.9668, -0.4256)
H (-1.9647, 3.7135, 2.9114)
H (-3.7826, -1.7141, -6.5772)
H (-4.9554, 4.1469, 3.2498)
H (-2.5243, 7.9667, -2.0829)
H (1.1197, 4.3777, 0.3196)
H (-1.5901, -3.5792, 1.7490)
H (6.5196, 0.7944, -2.1769)
H (4.7442, 5.2327, 1.1958)
H (11.5771, 1.5915, 3.3191)
H (1.1611, -2.2452, -3.7368)
H (1.8881, -10.3239, 1.1092)

These are the Löwdin partial charges, in e, on atoms 1 to 6: -0.2018, -0.2299, -0.2108, -0.1509, 0.1561, -0.2062

- Among the records above, which one has the highest electronic energy?
  C4H12NP

- The highest largest force on an atom belongs to which entry?
  C75H166O42

- Look up the largest force on an atom of the third one.
  4.40 eV/A